Record 1
Computed, not measured: a 3-piece molecular cluster, CH2O2 overall in a non-equilibrium geometry, with ωB97M-V/def2-TZVPD.

## Properties
Orbital gap   12.25 eV
Highest occupied orbital energy   -0.46702 hartree
ΔE to the lowest compared entry with this formula, charge and spin   163.6 kJ/mol
E_LUMO   -0.01666 Ha

Atoms and positions in Å:
1 O 2.145 1.323 1.158
2 O 0.776 2.316 2.675
3 C 1.309 1.969 1.666
4 H -1.823 -3.076 -2.450
5 H -2.407 -2.532 -3.050

---

Record 2
Computed, not measured: C30H47BIrO2P2 as an isolated structure in a non-equilibrium geometry, with ωB97M-V/def2-TZVPD.

## Properties
Orbital gap (spin up / spin down)   5.79 / 4.80 eV
Highest occupied orbital energy (spin up / spin down)   -0.39226 / -0.49676 hartree
ΔE to the lowest compared entry with this formula, charge and spin   32.5 kJ/mol
Charge   +2
Spin multiplicity   6
E_LUMO (spin up / spin down)   -0.17962 / -0.32038 Ha

Atoms and positions in Å:
1 Ir -0.320 0.348 -0.592
2 P -0.188 -1.977 -0.423
3 P 1.676 0.730 0.373
4 O -1.773 -0.794 2.006
5 O -0.703 1.159 2.520
6 C 4.496 0.240 -0.117
7 C -3.729 0.331 -0.180
8 C 4.395 -2.187 -0.860
9 C 0.077 -2.593 -2.120
10 C -2.028 0.755 -1.750
11 C -1.338 0.691 3.652
12 C -3.535 2.374 1.343
13 C -1.527 3.201 -0.865
14 C -2.466 0.754 5.764
15 C 3.064 -0.928 -2.553
16 C 1.593 1.516 -1.347
17 C -1.815 1.108 -3.188
18 C 1.116 -2.112 0.900
19 C 4.277 -0.240 -3.102
20 C 5.280 -1.001 -0.415
21 C -3.126 -0.446 5.445
22 C -3.159 -0.121 -1.375
23 C 1.830 2.160 1.459
24 C -1.983 1.799 -0.667
25 C 2.021 -0.892 1.174
26 C -3.738 -1.171 -2.238
27 C -1.557 1.328 4.858
28 C -1.562 -3.013 0.122
29 C -2.887 -1.087 4.222
30 C -1.993 -0.504 3.336
31 C -3.069 1.491 0.258
32 C 3.104 -1.786 -1.521
33 C 4.599 1.130 -2.457
34 C -4.936 -0.250 0.481
35 C 4.234 1.216 -1.009
36 B -0.930 0.233 1.424
37 H -1.044 2.259 5.083
38 H -0.783 3.280 -1.665
39 H 4.175 -2.803 0.024
40 H 4.105 -0.044 -4.174
41 H 2.910 2.358 1.577
42 H 5.800 -1.311 0.504
43 H 5.676 1.346 -2.599
44 H 4.994 -2.834 -1.534
45 H -3.838 -0.888 6.158
46 H -3.977 -2.078 -1.668
47 H 2.307 -2.512 -1.366
48 H 1.950 2.540 -1.222
49 H -3.774 1.803 2.247
50 H 0.611 1.606 -1.872
51 H -1.079 3.582 0.067
52 H 1.330 3.034 1.010
53 H 0.574 -2.350 1.825
54 H 0.619 -3.550 -2.120
55 H 2.219 0.955 -2.028
56 H -4.872 -0.157 1.574
57 H -3.402 -2.021 3.945
58 H 0.638 -1.853 -2.701
59 H -1.955 -2.623 1.066
60 H -5.871 0.246 0.171
61 H -3.041 -1.441 -3.039
62 H -2.780 3.118 1.605
63 H 1.729 -2.993 0.658
64 H -1.215 -4.052 0.255
65 H 2.174 -0.859 -3.186
66 H -5.049 -1.316 0.243
67 H 2.040 -0.657 2.252
68 H 4.401 0.475 0.945
69 H -1.045 1.873 -3.309
70 H -2.734 1.490 -3.652
71 H -2.358 -2.993 -0.633
72 H 1.351 1.943 2.424
73 H -1.508 0.218 -3.747
74 H 4.032 2.225 -0.638
75 H 5.174 -0.876 -3.075
76 H -4.678 -0.856 -2.718
77 H 3.037 -1.109 0.853
78 H -2.369 3.865 -1.122
79 H -0.903 -2.731 -2.602
80 H -2.670 1.231 6.721
81 H -4.451 2.919 1.065
82 H 4.057 1.908 -3.017
83 H 6.093 -0.830 -1.142

---

Record 3
Computed, not measured: a 11-piece molecular cluster, C42H84O14S overall in a non-equilibrium geometry, with ωB97M-V/def2-TZVPD.

## Properties
Orbital gap   9.63 eV
Highest occupied orbital energy   -0.34126 hartree
ΔE to the lowest compared entry with this formula, charge and spin   284.3 kJ/mol
E_LUMO   0.01264 Ha
Structure (SMILES)   O=S1(=O)OCCO1.C1CCOC1.C1CCOC1.C1CCOC1.C1CCOC1.C1CCOC1.C1CCOC1.C1CCOC1.C1CCOC1.C1CCOC1.C1CCOC1

Atoms and positions in Å:
1 S -2.013 -0.474 3.507
2 O 4.648 1.248 -2.004
3 O -2.806 -1.092 4.790
4 O 3.323 -0.830 7.026
5 O -1.524 -5.391 1.032
6 O -2.185 5.442 -2.113
7 O -2.896 -0.173 2.372
8 O 5.124 -3.155 -3.654
9 O -5.842 -1.070 -0.767
10 O -1.146 -1.909 3.300
11 O -1.464 5.013 2.537
12 O -1.092 0.552 4.015
13 O -0.654 -1.803 -4.151
14 O 2.374 3.012 4.065
15 O 1.487 0.274 0.707
16 C -4.234 -0.843 -2.441
17 C 3.617 -0.077 5.836
18 C -0.182 4.537 -1.511
19 C 2.733 0.705 -3.159
20 C -2.453 -4.339 0.734
21 C 1.710 -1.112 0.998
22 C 2.618 2.061 -2.527
23 C 2.994 4.259 3.691
24 C -0.809 -0.474 -4.614
25 C -1.171 3.343 -1.708
26 C -1.481 -4.815 -1.246
27 C 3.924 -3.066 -4.346
28 C -0.169 -0.951 -0.415
29 C -5.735 -1.216 -2.209
30 C 1.803 3.518 1.722
31 C -3.849 -0.083 -1.228
32 C 3.691 -4.387 -2.344
33 C 1.027 -1.784 -0.120
34 C 3.795 0.151 -2.347
35 C 1.930 -1.166 7.115
36 C -2.792 -4.455 -0.713
37 C -0.832 5.622 -2.392
38 C 4.074 2.495 -2.428
39 C 2.167 4.726 2.509
40 C 4.970 -3.556 -2.301
41 C -2.746 5.643 2.363
42 C -0.423 -0.447 -6.061
43 C -0.152 -1.886 -6.477
44 C -1.785 -2.981 3.907
45 C 1.918 2.408 2.830
46 C -0.755 -2.675 -5.328
47 C 1.594 -1.168 5.574
48 C -3.769 4.605 2.832
49 C -1.596 3.637 2.661
50 C 0.287 0.481 -0.005
51 C -2.539 -2.424 5.101
52 C -0.730 -5.607 -0.090
53 C 2.896 -3.654 -3.397
54 C -2.473 4.063 -1.758
55 C -3.008 3.401 3.272
56 C -4.563 -0.904 -0.168
57 C 2.875 -0.931 4.821
58 H -4.411 5.011 3.614
59 H -3.992 -1.816 0.005
60 H 2.659 1.711 2.439
61 H 1.118 -2.070 5.187
62 H 3.649 -2.035 -4.566
63 H -0.146 -3.576 -5.244
64 H -1.622 3.123 1.700
65 H 1.642 -1.745 -1.020
66 H 2.361 -2.765 -3.063
67 H -6.376 -0.503 -2.728
68 H -0.511 -2.281 -7.428
69 H -1.783 -3.013 -5.465
70 H 4.432 -0.533 -2.909
71 H 1.715 -2.130 7.576
72 H 4.765 -2.743 -1.604
73 H -0.453 1.013 0.593
74 H 0.763 -2.814 0.118
75 H 2.752 -1.282 1.268
76 H -0.305 0.180 -3.903
77 H 2.077 2.061 -1.581
78 H 3.259 0.952 5.880
79 H 5.936 -3.930 -1.960
80 H 0.484 0.157 -6.054
81 H 4.690 -0.001 5.659
82 H -0.382 6.575 -2.114
83 H -3.455 -2.940 5.389
84 H -1.083 -3.772 4.172
85 H 3.404 -1.859 4.606
86 H 0.898 -0.383 5.279
87 H -0.200 4.915 -0.489
88 H 4.044 4.128 3.426
89 H -5.956 -2.236 -2.526
90 H 3.114 0.793 -4.176
91 H -4.615 -0.297 0.736
92 H 0.909 -2.088 -6.331
93 H -0.686 -6.673 -0.313
94 H -0.824 3.303 3.354
95 H 2.183 -4.285 -3.929
96 H 1.356 -0.425 7.671
97 H 1.986 2.673 -3.171
98 H -1.110 -1.018 0.130
99 H 0.830 4.392 -1.890
100 H -2.539 -3.424 3.255
101 H 2.648 -0.448 3.870
102 H -1.880 -0.274 -4.587
103 H -4.473 4.351 2.040
104 H -3.089 -3.553 -1.248
105 H 3.357 -4.543 -1.319
106 H 3.931 -5.374 -2.740
107 H -0.562 -0.963 -1.432
108 H -3.001 3.599 -2.591
109 H -0.566 5.429 -3.431
110 H -2.822 6.652 2.768
111 H -3.448 2.424 3.077
112 H -3.373 -4.395 1.316
113 H -3.440 -5.314 -0.884
114 H 1.007 1.810 2.847
115 H 4.008 -3.596 -5.295
116 H 4.239 3.281 -1.692
117 H 1.856 0.062 -3.080
118 H -3.013 4.061 -0.811
119 H -1.874 -2.620 5.941
120 H -4.191 0.949 -1.147
121 H -2.952 3.344 4.359
122 H 0.317 -5.325 0.018
123 H 2.542 3.462 0.923
124 H 4.509 2.799 -3.380
125 H -4.063 -0.304 -3.373
126 H -3.547 -1.679 -2.572
127 H 2.827 4.937 4.528
128 H -0.915 2.846 -2.643
129 H 0.475 1.128 -0.862
130 H -1.554 -5.212 -2.259
131 H -1.939 -3.404 0.957
132 H -2.823 5.844 1.294
133 H -2.773 -0.099 -1.054
134 H 3.369 -0.315 -1.459
135 H -1.133 2.638 -0.877
136 H 2.669 5.485 1.908
137 H -1.228 0.052 -6.602
138 H 1.320 5.267 2.930
139 H 1.232 -1.281 1.963
140 H -0.793 -4.001 -1.475
141 H 0.860 3.629 1.186

---

Record 4
Computed, not measured: one molecule with the formula C3H8N2S in a non-equilibrium geometry, with ωB97M-V/def2-TZVPD.

## Properties
Orbital gap   9.91 eV
Highest occupied orbital energy   -0.33013 hartree
ΔE to the lowest compared entry with this formula, charge and spin   156.0 kJ/mol
E_LUMO   0.03422 Ha
Structure (SMILES)   C/C(CS)=N/N

Atoms and positions in Å:
1 S 1.536 -0.547 -1.723
2 N -0.206 -1.874 0.747
3 N -0.939 -0.693 0.583
4 C -0.313 0.297 0.136
5 C -1.154 1.547 -0.202
6 C 1.160 0.358 -0.195
7 H -1.110 1.788 -1.256
8 H -2.177 1.299 0.084
9 H 1.425 1.402 -0.366
10 H 0.721 -1.790 1.177
11 H 0.879 -1.658 -1.349
12 H -0.787 -2.488 1.318
13 H -0.819 2.377 0.444
14 H 1.785 -0.019 0.602

---

Record 5
Computed, not measured: one molecule with the formula C3H6N2O2S in a non-equilibrium geometry, with ωB97M-V/def2-TZVPD.

## Properties
Orbital gap   9.15 eV
Highest occupied orbital energy   -0.32775 hartree
ΔE to the lowest compared entry with this formula, charge and spin   580.9 kJ/mol
E_LUMO   0.00843 Ha

Atoms and positions in Å:
1 S -1.399 -1.615 0.348
2 O -3.045 -0.611 -0.307
3 O -4.308 1.117 -0.245
4 N -3.373 0.536 0.264
5 N -0.563 -1.150 -1.016
6 C -0.310 -0.933 1.348
7 C 0.577 0.079 0.695
8 C 0.160 0.094 -0.783
9 H -1.133 -1.151 -1.853
10 H 1.623 -0.220 0.813
11 H 1.020 0.118 -1.456
12 H 0.464 1.070 1.142
13 H -0.473 0.966 -0.988
14 H -0.360 -1.066 2.407

---

Record 6
Computed, not measured: a 2-piece molecular cluster, C5H9NO4 overall in a non-equilibrium geometry, with ωB97M-V/def2-TZVPD.

## Properties
Orbital gap (spin up / spin down)   4.15 / 7.81 eV
Highest occupied orbital energy (spin up / spin down)   -0.13738 / -0.34125 hartree
ΔE to the lowest compared entry with this formula, charge and spin   207.5 kJ/mol
Spin multiplicity   3
E_LUMO (spin up / spin down)   0.01530 / -0.05428 Ha

Atoms and positions in Å:
1 O 0.113 -1.281 0.300
2 O 0.795 0.903 2.310
3 O -2.807 0.023 0.487
4 O -1.717 -1.398 1.904
5 N -0.643 0.632 -0.955
6 C -0.222 0.089 0.380
7 C 0.360 0.705 -2.001
8 C -2.166 -0.631 1.179
9 C 1.426 -1.543 0.652
10 C 0.150 1.042 1.311
11 H 1.576 -2.629 0.719
12 H 2.101 -1.108 -0.054
13 H 1.150 1.123 -1.367
14 H 0.725 -0.143 -2.463
15 H 1.563 -1.047 1.541
16 H -0.867 1.568 -0.714
17 H -1.490 0.125 -1.375
18 H 0.087 1.452 -2.755
19 H -0.136 2.116 0.900

---

Record 7
Computed, not measured: C7H25F3N8O6Si2 as an isolated structure, with ωB97M-V/def2-TZVPD.

## Properties
Orbital gap   10.05 eV
Highest occupied orbital energy   -0.34577 hartree
E_LUMO   0.02372 Ha

Atoms and positions in Å:
1 Si 2.368 -3.189 0.020
2 Si 0.533 -1.083 -0.471
3 F -2.520 -2.596 -1.532
4 F -2.128 -4.594 -0.795
5 F -3.750 -3.432 0.053
6 O 1.768 -3.286 1.574
7 O 1.274 -2.487 -1.002
8 O 1.744 2.164 -0.771
9 O 5.416 -1.484 0.904
10 O -3.058 2.463 1.593
11 O -3.008 0.514 -1.114
12 N -5.069 1.183 -0.453
13 N -1.643 3.055 3.252
14 N 2.786 3.153 -2.532
15 N 7.271 -0.825 -0.225
16 N -3.842 2.515 3.727
17 N 0.478 2.966 -2.461
18 N -4.796 -0.091 -2.369
19 N 5.604 0.693 0.308
20 C 1.675 2.726 -1.848
21 C -1.528 -2.808 0.653
22 C -4.214 0.537 -1.300
23 C -2.474 -3.339 -0.407
24 C 6.055 -0.598 0.367
25 C -2.864 2.665 2.779
26 C -1.088 -1.356 0.436
27 H -0.711 -3.512 0.733
28 H 2.567 -4.581 -0.454
29 H -1.031 -0.861 1.400
30 H 7.624 -1.761 -0.199
31 H 4.707 0.887 0.717
32 H 0.390 3.420 -3.350
33 H 3.644 -2.504 0.014
34 H -0.350 2.650 -1.988
35 H -1.451 3.224 4.220
36 H -2.077 -2.861 1.587
37 H -3.694 2.673 4.705
38 H 2.747 3.611 -3.422
39 H -4.747 2.224 3.413
40 H 1.445 -0.307 0.398
41 H -0.907 3.164 2.580
42 H 3.676 2.982 -2.109
43 H 6.112 1.437 -0.128
44 H -4.661 1.651 0.343
45 H -4.188 -0.584 -2.996
46 H 1.457 -4.179 1.713
47 H -1.841 -0.811 -0.134
48 H -5.782 -0.093 -2.541
49 H -6.060 1.207 -0.587
50 H 7.811 -0.111 -0.675
51 H 0.259 -0.261 -1.668

---

Record 8
Computed, not measured: one molecule with the formula C4H7NS in a non-equilibrium geometry, with ωB97M-V/def2-TZVPD.

## Properties
Orbital gap (spin up / spin down)   6.20 / 6.79 eV
Highest occupied orbital energy (spin up / spin down)   -0.19742 / -0.33541 hartree
ΔE to the lowest compared entry with this formula, charge and spin   411.1 kJ/mol
Spin multiplicity   3
E_LUMO (spin up / spin down)   0.03046 / -0.08588 Ha

Atoms and positions in Å:
1 S 0.257 1.044 2.196
2 N 0.451 -0.129 -1.705
3 C -0.958 -0.206 -0.775
4 C -2.074 -0.864 -0.809
5 C 0.286 0.519 -0.474
6 C 1.080 0.274 0.844
7 H 0.301 1.575 -0.428
8 H -2.072 -1.746 -1.436
9 H 1.261 -0.859 1.137
10 H 0.923 -1.005 -1.902
11 H 1.374 1.320 2.967
12 H 2.096 0.622 0.649
13 H -2.925 -0.545 -0.266

---

Record 9
Computed, not measured: C20H60BF4O10PdS10 as an isolated structure in a non-equilibrium geometry, with ωB97M-V/def2-TZVPD.

## Properties
Orbital gap (spin up / spin down)   8.94 / 7.26 eV
Highest occupied orbital energy (spin up / spin down)   -0.38669 / -0.38669 hartree
Charge   +1
Spin multiplicity   3
E_LUMO (spin up / spin down)   -0.05829 / -0.12007 Ha

Atoms and positions in Å:
1 Pd -1.190 -1.649 -1.283
2 S -4.356 -1.193 0.301
3 S 0.507 -4.402 -1.556
4 S 3.401 2.963 2.318
5 S -2.106 4.195 0.944
6 S -3.795 3.037 -3.949
7 S -3.330 -1.321 -3.701
8 S 1.398 -0.887 -2.907
9 S 5.999 0.857 0.022
10 S -3.750 -0.328 5.309
11 S 4.541 -4.087 -0.521
12 F -0.739 -0.181 0.547
13 F -0.476 -2.377 0.677
14 F -0.837 -1.111 2.530
15 F 1.211 -1.178 1.652
16 O -0.659 -3.599 -2.119
17 O -3.494 -1.865 -0.768
18 O -1.828 -1.173 -3.393
19 O -4.607 0.167 4.177
20 O -3.238 1.685 -3.725
21 O 6.037 1.106 1.521
22 O -2.942 4.112 -0.275
23 O 2.528 4.132 1.859
24 O 0.909 -1.511 -1.594
25 O 3.532 -4.857 -1.280
26 C -4.786 3.199 -2.445
27 C -3.524 -3.084 -3.388
28 C -3.689 -2.069 1.706
29 C -3.325 -1.011 -5.406
30 C 7.753 0.905 -0.641
31 C 1.201 -5.167 -3.067
32 C 0.673 0.711 -3.167
33 C 5.271 -5.301 0.656
34 C -3.506 1.221 6.238
35 C -2.412 4.186 -3.592
36 C -2.520 5.772 1.774
37 C 4.768 3.533 3.333
38 C 2.592 2.181 3.732
39 C -0.421 4.635 0.338
40 C 3.012 -0.254 -2.420
41 C -4.844 -1.196 6.487
42 C -3.657 0.405 0.713
43 C -0.384 -5.875 -0.896
44 C 3.654 -2.893 0.625
45 C 5.362 2.296 -0.750
46 B -0.140 -1.188 1.382
47 H -1.598 3.972 -4.301
48 H -2.398 -1.389 -5.732
49 H 5.313 2.692 3.761
50 H -5.001 4.174 -2.068
51 H -0.696 -5.564 0.133
52 H 5.345 2.101 -1.838
53 H -3.785 -3.090 -2.295
54 H -4.277 -1.653 2.542
55 H -2.143 5.714 2.795
56 H -2.771 0.267 1.305
57 H -4.321 -3.620 -3.941
58 H 3.146 -2.225 -0.118
59 H 4.554 -6.190 0.667
60 H -1.268 -6.196 -1.495
61 H 5.443 4.205 2.773
62 H 3.146 1.252 3.934
63 H -5.146 -2.183 6.089
64 H 3.107 0.688 -2.964
65 H 0.992 1.365 -2.354
66 H -5.719 -0.618 6.539
67 H -4.200 2.706 -1.675
68 H -2.571 -3.563 -3.550
69 H 4.436 -2.371 1.159
70 H 6.140 3.077 -0.460
71 H 0.195 -6.849 -0.861
72 H 2.927 0.013 -1.370
73 H 2.638 2.813 4.623
74 H 8.123 0.122 -0.024
75 H -2.140 6.637 1.229
76 H 0.420 -5.671 -3.617
77 H -4.464 1.654 6.479
78 H -2.852 1.069 7.105
79 H 1.684 -4.295 -3.538
80 H -3.413 0.963 -0.185
81 H -0.102 3.653 -0.099
82 H -4.222 -1.301 -5.939
83 H -3.628 5.755 1.846
84 H -0.420 5.358 -0.484
85 H 1.124 1.013 -4.130
86 H -0.434 0.552 -3.311
87 H -4.454 0.912 1.269
88 H 6.209 -5.561 0.098
89 H -4.284 -1.277 7.488
90 H -3.898 -3.178 1.597
91 H 2.004 -5.853 -2.787
92 H -2.675 5.241 -3.563
93 H 1.545 1.975 3.428
94 H -2.615 -1.863 1.675
95 H 4.373 4.008 4.222
96 H 8.164 1.938 -0.540
97 H -2.130 3.817 -2.613
98 H 0.321 4.985 1.088
99 H -2.832 1.856 5.617
100 H 5.310 -4.865 1.607
101 H 4.327 2.453 -0.337
102 H -3.310 0.063 -5.387
103 H 7.838 0.625 -1.675
104 H -5.659 2.574 -2.656
105 H 3.004 -3.455 1.299
106 H 3.811 -0.978 -2.458